Density functional theory data (ωB97M-V/def2-TZVPD) for an isolated molecule of C2H4N4O2 in a non-equilibrium geometry.

As for the structure (SMILES): [H]/N=c1/nc(O)n(N)o1. For the HOMO-LUMO gap, the calculation gives 10.2 eV. For the calculated total energy, the calculation gives -12189.93109 eV. The HOMO energy is -0.365 hartree. Its energy relative to the best compared isomer or geometry (same formula, charge and spin) is 82.0 kcal/mol.

Atoms and positions in Å:
O1 -1.8857 0.9039 1.1177
O2 0.6460 0.2817 -1.1966
N1 -1.2411 -1.3248 -0.5622
N2 2.7132 0.4063 0.3288
N3 0.3930 0.9344 0.9724
N4 -0.7568 0.1007 -0.8664
C1 1.4287 0.4827 0.1513
C2 -0.7945 0.6359 0.4712
H1 -0.5820 -2.0641 -0.0893
H2 -1.2452 -1.8102 -1.5281
H3 2.9741 0.3301 -0.7512
H4 -1.6498 1.1232 1.9525